{
  "formula": "C6H6N2S3",
  "method": "ωB97M-V with the def2-TZVPD basis set",
  "symbols": ["C", "C", "C", "C", "C", "C", "N", "N", "S", "S", "S", "H", "H", "H", "H", "H", "H"],
  "xyz": [[-1.7959, -1.2143, -0.1011], [-1.9612, 0.1459, -0.0427], [-0.5327, -1.8545, -0.1794], [0.6192, -1.1830, -0.0560], [-0.7725, 1.0723, -0.2109], [0.5547, 0.4243, 0.1992], [-3.2524, 0.5954, 0.0156], [-4.1068, -0.4051, 0.0761], [-3.7284, 2.2725, 0.0268], [-5.7106, -0.2387, -0.0555], [-3.4423, -1.9826, 0.0945], [-0.3220, -2.9326, -0.3836], [1.6159, -1.5737, -0.2797], [-0.8036, 1.2259, -1.2972], [-1.0543, 2.0040, 0.4101], [0.8796, 0.5185, 1.2283], [1.3256, 0.9736, -0.3308]],
  "nbo_charge": [-0.202, 0.173, -0.299, -0.103, -0.446, -0.445, -0.227, -0.399, -0.133, 0.036, 0.626, 0.241, 0.219, 0.237, 0.274, 0.222, 0.226],
  "total_energy_ha": -1536.16779,
  "homo_lumo_gap_ev": [6.453, 6.455],
  "e_lumo_ev": [-1.35, -1.35],
  "de_lowest_kj_mol": 55.2
}

=====

{
  "formula": "C14H62O21",
  "method": "ωB97M-V with the def2-TZVPD basis set",
  "symbols": ["O", "C", "C", "C", "C", "C", "C", "C", "C", "C", "C", "C", "C", "C", "C", "H", "H", "H", "H", "H", "H", "H", "H", "H", "H", "H", "H", "H", "H", "H", "H", "H", "H", "H", "H", "H", "H", "O", "H", "H", "O", "H", "H", "O", "H", "H", "O", "H", "H", "O", "H", "H", "O", "H", "H", "O", "H", "H", "O", "H", "H", "O", "H", "H", "O", "H", "H", "O", "H", "H", "O", "H", "H", "O", "H", "H", "O", "H", "H", "O", "H", "H", "O", "H", "H", "O", "H", "H", "O", "H", "H", "O", "H", "H", "O", "H", "H"],
  "xyz": [[-1.5407, 2.6828, -1.0772], [-0.8026, 1.9548, -0.4287], [1.5853, 2.7712, -0.9687], [-1.6067, -1.7269, 2.0211], [0.8167, -2.1706, 1.4981], [-2.0338, -1.5533, -1.0638], [-1.9455, -0.0754, -1.1915], [0.8586, 2.2101, 1.4766], [-0.8014, -2.1965, -0.3974], [0.2941, 0.8474, 1.9251], [1.0846, 0.5153, -0.1353], [-1.2999, 0.6237, 0.0599], [0.7239, 1.9735, -0.0089], [-0.4718, -1.4965, 0.9317], [-0.0798, -0.0170, 0.7013], [1.5395, 3.8693, -0.8191], [2.5964, 2.4175, -0.8817], [1.2316, 2.5717, -1.9820], [-2.5226, -1.1960, 1.7351], [-1.2871, -1.4425, 3.0288], [-1.8126, -2.8618, 2.0704], [1.7501, -1.9158, 1.0451], [0.7748, -3.3252, 1.4073], [0.8557, -1.7932, 2.5050], [-1.9992, -2.0302, -2.0362], [-3.0619, -1.6529, -0.5972], [-1.3636, 0.2127, -2.0485], [-2.9756, 0.2941, -1.3554], [1.8498, 2.2663, 1.7930], [0.2709, 3.0395, 1.8443], [-1.1931, -3.1792, -0.1263], [0.0984, -2.2269, -0.9868], [0.9701, 0.2882, 2.5504], [-0.4828, 1.0943, 2.5525], [1.0587, 0.2497, -1.2030], [2.1148, 0.2432, 0.2116], [-2.1319, 0.7284, 0.8561], [-0.8911, -4.6997, 3.6624], [-0.9571, -5.5283, 3.0856], [0.0841, -4.5478, 3.8855], [4.9171, 0.9361, -0.6159], [5.9269, 0.8717, -0.6230], [4.5414, 0.0179, -0.8145], [-1.3440, 3.8626, -3.7482], [-1.5378, 3.1789, -4.4685], [-1.6852, 3.4985, -2.8680], [-1.5124, 4.2677, 3.9151], [-1.2997, 4.7179, 3.0343], [-2.3011, 3.6504, 3.7711], [-3.5722, 3.4079, 1.0315], [-4.3596, 4.0165, 0.8487], [-2.8106, 3.6878, 0.4270], [4.5008, 2.5711, -3.1351], [5.2003, 3.1874, -3.5282], [4.9328, 2.0373, -2.3919], [0.9486, 5.9427, 0.5450], [0.9259, 6.2967, -0.4026], [0.0018, 5.7136, 0.8185], [-2.5605, -3.1634, 4.8875], [-2.0658, -2.6554, 5.6093], [-1.8766, -3.6253, 4.3020], [4.3499, 0.9881, 2.4169], [3.8270, 1.1181, 1.5605], [5.3303, 0.9114, 2.1791], [-5.6683, -2.9431, -1.6837], [-6.0607, -3.8597, -1.5114], [-5.0102, -3.0207, -2.4484], [0.5552, -4.8608, -1.6815], [1.4126, -4.9669, -1.1549], [-0.2196, -5.0865, -1.0712], [0.5429, 0.7476, -4.4276], [-0.3715, 1.1794, -4.3926], [1.2374, 1.4679, -4.2772], [2.6066, -5.5495, 0.3034], [2.5057, -6.3141, 0.9583], [3.1081, -5.8919, -0.5059], [-1.5046, -5.8358, -0.2638], [-2.4388, -6.0349, -0.5976], [-1.3276, -6.4190, 0.5439], [2.4535, 2.8138, -4.6735], [3.1942, 2.7627, -3.9862], [2.0228, 3.7269, -4.6053], [-4.7343, -2.1243, 3.3521], [-4.8137, -2.8350, 2.6362], [-3.8419, -2.2410, 3.8144], [4.2495, 4.9050, -0.8772], [4.0253, 4.5844, 0.0559], [3.7350, 4.3370, -1.5378], [-2.3102, 1.0844, -4.4823], [-2.7321, 0.2064, -4.7558], [-3.0048, 1.6263, -3.9846], [2.0659, -3.1027, -2.9435], [1.4707, -2.5979, -3.5874], [1.4960, -3.7788, -2.4516], [0.1838, 2.4262, 4.8759], [-0.5363, 1.7226, 4.7748], [-0.0654, 3.2176, 4.2968]],
  "mulliken_charge": [-0.980, -1.214, -1.507, -1.920, -1.961, -0.972, -1.246, -0.957, -0.468, -1.910, -1.241, 0.605, 2.918, 1.932, 1.902, 0.106, 0.249, 0.267, 0.630, 0.417, 0.112, 0.252, 0.013, 0.643, 0.487, 0.405, 0.387, 0.148, 0.387, 0.089, 0.163, 0.488, 0.416, 0.492, 0.622, -0.155, 0.748, -0.683, 0.273, 0.320, -0.687, 0.293, 0.366, -0.636, 0.340, 0.362, -0.674, 0.314, 0.338, -0.627, 0.293, 0.298, -0.654, 0.328, 0.294, -0.631, 0.331, 0.283, -0.702, 0.310, 0.351, -0.651, 0.391, 0.280, -0.638, 0.313, 0.325, -0.792, 0.386, 0.264, -0.634, 0.266, 0.373, -0.675, 0.307, 0.341, -0.592, 0.280, 0.263, -0.753, 0.426, 0.332, -0.653, 0.298, 0.362, -0.644, 0.317, 0.418, -0.700, 0.255, 0.319, -0.693, 0.316, 0.439, -0.639, 0.300, 0.347],
  "total_energy_ha": -2150.53344,
  "homo_lumo_gap_ev": 8.386,
  "e_lumo_ev": -0.89
}

=====

{
  "formula": "H13O6S",
  "method": "ωB97M-V with the def2-TZVPD basis set",
  "symbols": ["S", "H", "H", "H", "O", "H", "H", "O", "H", "H", "O", "H", "H", "O", "H", "H", "O", "H", "H", "O"],
  "xyz": [[0.4244, 0.3678, 0.8038], [-0.2062, -0.7458, 0.3031], [1.3564, -4.1560, 1.5115], [1.2645, -3.0358, 0.6519], [1.8320, -3.7969, 0.6999], [2.2613, 1.3807, 0.0488], [2.3660, 2.2701, -1.1388], [3.0164, 1.7869, -0.4978], [2.2014, -0.2513, -0.9245], [3.6223, -0.5526, -1.2455], [2.6761, -0.8152, -1.5404], [-4.5243, 2.2829, 1.3464], [-4.1819, 0.7964, 2.1552], [-4.9815, 1.3341, 1.7124], [-0.1654, 1.7941, -0.9086], [0.0115, 1.2575, -2.4580], [0.3537, 1.9217, -1.7687], [-1.9484, -0.1622, 0.7668], [-2.5423, -1.1612, -0.0728], [-2.8362, -0.5153, 0.5553]],
  "nbo_charge": [-0.976, 0.085, 0.448, 0.476, -0.925, 0.485, 0.490, -1.012, 0.491, 0.465, -0.973, 0.470, 0.496, -0.966, 0.509, 0.475, -1.014, 0.493, 0.457, -0.973],
  "total_energy_ha": -857.44029,
  "homo_lumo_gap_ev": 7.697,
  "total_charge": -1,
  "e_lumo_ev": 3.21,
  "de_lowest_kj_mol": 223.0
}